# 1
Density functional theory data (ωB97M-V with the def2-TZVPD basis set) for the molecule C10H11NS2.

* ΔE to the lowest compared entry with this formula, charge and spin: 1.902 eV
* lowest unoccupied orbital energy: 0.0155 Ha
* largest force on an atom: 5.59 eV/Å
* highest occupied orbital energy: -8.403 eV
* frontier orbital gap: 0.324 Eh
* SMILES: C[C@H]1CSc2ccccc2NC1=S

Cartesian coordinates (Å):
C  2.5946  0.7552  1.4045
C  1.4906  0.4626  0.4375
C  1.1648  1.6629  -0.2161
S  -0.2813  1.7222  -1.4516
C  -1.2830  0.3748  -0.8804
C  -2.5289  0.6656  -0.4362
C  -3.3008  -0.3838  0.0416
C  -2.7739  -1.6455  0.0885
C  -1.4455  -1.8621  -0.0631
C  -0.7439  -0.8609  -0.7474
N  0.6464  -0.9993  -1.3050
C  1.7708  -0.7023  -0.5923
S  3.3422  -1.3157  -0.9844
H  3.0871  -0.2295  1.6391
H  1.9069  1.3216  2.2561
H  3.4604  1.5667  1.1866
H  0.6953  0.1338  1.1399
H  1.8914  2.0527  -0.8461
H  1.0164  2.5465  0.4520
H  -2.8351  1.6949  -0.1206
H  -4.1547  0.0222  0.4182
H  -3.4653  -2.4266  0.5291
H  -1.0333  -2.8338  0.1533
H  0.7792  -1.7222  -2.1029


# 2
Density functional theory data (ωB97M-V with the def2-TZVPD basis set) for a structure of composition C21H29FeN3S6.

* lowest unoccupied orbital energy (spin up / spin down): -0.0149 / -0.0558 Ha
* spin multiplicity: 5
* largest force on an atom: 1.11 eV/Å
* highest occupied orbital energy (spin up / spin down): -7.195 / -6.494 eV
* frontier orbital gap (spin up / spin down): 0.250 / 0.183 Eh
* <S²>: 6.447

Cartesian coordinates (Å):
Fe  -0.2736  -2.9036  0.2393
C  2.9086  3.1943  -1.7220
C  3.2467  2.3012  -0.5212
C  2.8047  2.9865  0.7808
C  4.7632  2.0850  -0.4954
C  2.4833  0.9974  -0.6267
C  3.0975  -0.2533  -0.6364
C  2.3189  -1.3897  -0.6027
N  0.9941  -1.3793  -0.5545
C  0.3718  -0.1862  -0.6124
C  1.0936  1.0012  -0.6608
C  -1.0899  -0.2363  -0.5439
C  -1.8971  0.8931  -0.5667
C  -3.2800  0.7876  -0.4764
C  -3.8033  -0.4992  -0.3698
C  -2.9420  -1.5803  -0.3535
N  -1.6226  -1.4679  -0.4288
C  -4.1231  2.0444  -0.4874
C  -3.8053  2.8531  -1.7536
C  -3.7614  2.8708  0.7541
C  -5.6209  1.7348  -0.4716
H  3.4559  4.1312  -1.6491
H  1.8469  3.4234  -1.7619
H  3.1925  2.7007  -2.6502
H  3.3641  3.9054  0.9302
H  2.9770  2.3340  1.6331
H  1.7475  3.2358  0.7578
H  5.2594  3.0446  -0.3662
H  5.1076  1.6512  -1.4339
H  5.0560  1.4421  0.3319
H  4.1671  -0.3670  -0.6558
H  2.7766  -2.3682  -0.6052
H  0.5585  1.9353  -0.6738
H  -1.4402  1.8655  -0.6311
H  -4.8611  -0.6857  -0.2944
H  -3.3121  -2.5928  -0.2565
H  -2.7671  3.1728  -1.7749
H  -4.4286  3.7431  -1.7869
H  -3.9995  2.2624  -2.6470
H  -2.7195  3.1772  0.7361
H  -3.9281  2.2957  1.6608
H  -4.3738  3.7668  0.7981
H  -5.8992  1.1091  -1.3182
H  -6.1838  2.6633  -0.5424
H  -5.9057  1.2409  0.4542
S  -0.8237  -2.7604  2.4723
S  -1.1285  0.9307  3.6198
S  0.3409  0.4107  2.4553
S  0.8508  -1.6827  2.7441
S  -0.8084  -4.7878  -0.8938
C  0.6203  -4.8114  0.0302
N  0.7388  -5.5323  1.2114
C  2.0051  -5.2884  1.8690
C  3.0514  -5.4321  0.7734
S  2.2375  -4.8066  -0.7458
H  -0.0839  -5.5345  1.8047
H  2.1541  -6.0245  2.6598
H  2.0379  -4.2775  2.3052
H  3.2949  -6.4764  0.5799
H  3.9585  -4.8647  0.9666


# 3
Density functional theory data (ωB97M-V with the def2-TZVPD basis set) for the molecule C20H23N3O5S.

* ΔE to the lowest compared entry with this formula, charge and spin: 1.528 eV
* lowest unoccupied orbital energy: -0.0103 Ha
* largest force on an atom: 1.12 eV/Å
* highest occupied orbital energy: -7.484 eV
* frontier orbital gap: 0.265 Eh
* SMILES: O=C(CN1C(=O)S/C(=C/c2ccc(N3CCOCC3)cc2)C1=O)N1CCOCC1

Cartesian coordinates (Å):
O  -3.5519  0.0523  1.3432
C  -4.0364  -0.2391  0.2694
C  -3.5707  0.4656  -1.0154
N  -2.6486  1.5100  -0.6413
C  -3.1424  2.6663  -0.1024
O  -4.2965  2.9889  -0.0669
S  -1.7796  3.6382  0.4676
C  -0.5925  2.3999  0.0097
C  0.7142  2.6578  0.2804
C  1.9335  1.9417  0.0716
C  2.0560  0.6858  -0.5398
C  3.2792  0.0796  -0.6924
C  4.4655  0.6803  -0.2387
N  5.7021  0.1156  -0.4274
C  6.7567  0.2360  0.5587
C  6.7654  -1.0196  1.4467
O  6.9277  -2.1926  0.6841
C  5.9079  -2.3195  -0.2826
C  5.8931  -1.0922  -1.2027
C  4.3445  1.9449  0.3669
C  3.1241  2.5497  0.5126
C  -1.2829  1.2661  -0.5932
O  -0.8174  0.2402  -1.0449
N  -4.9710  -1.1999  0.1251
C  -5.7008  -1.5397  -1.0753
C  -7.1638  -1.1019  -0.9032
O  -7.7370  -1.7052  0.2311
C  -7.0272  -1.3679  1.4043
C  -5.5619  -1.8028  1.3068
H  -4.4136  0.9242  -1.5370
H  -3.0317  -0.2327  -1.6614
H  0.8669  3.6203  0.7596
H  1.1729  0.1779  -0.8864
H  3.3030  -0.8954  -1.1527
H  7.7155  0.3169  0.0354
H  6.6168  1.1144  1.1834
H  5.8200  -1.0646  2.0109
H  7.6028  -0.9935  2.1455
H  6.1305  -3.2290  -0.8424
H  4.9305  -2.4235  0.2131
H  5.1311  -1.1826  -1.9737
H  6.8712  -1.0134  -1.6913
H  5.2255  2.4713  0.7002
H  3.0768  3.5258  0.9743
H  -5.2638  -1.0757  -1.9558
H  -5.6692  -2.6291  -1.1958
H  -7.7659  -1.4187  -1.7562
H  -7.2057  -0.0054  -0.8111
H  -7.5311  -1.8824  2.2232
H  -7.0718  -0.2815  1.5712
H  -4.9993  -1.4694  2.1787
H  -5.5008  -2.8920  1.2164


# 4
Density functional theory data (ωB97M-V with the def2-TZVPD basis set) for the ion C6H8NS with charge +1.

* ΔE to the lowest compared entry with this formula, charge and spin: 5.935 eV
* lowest unoccupied orbital energy (spin up / spin down): -0.2560 / -0.2884 Ha
* largest force on an atom: 2.04 eV/Å
* highest occupied orbital energy (spin up / spin down): -14.293 / -13.783 eV
* frontier orbital gap (spin up / spin down): 0.269 / 0.218 Eh
* total charge: +1

Cartesian coordinates (Å):
C  -1.9632  0.2442  -3.0663
C  -1.1882  0.4832  -2.1742
C  -0.4366  -0.1563  0.1485
C  -0.8730  -1.5079  -0.4689
C  1.0597  -0.1179  1.9250
C  -0.2448  0.7394  -1.1689
N  0.8273  -0.3566  0.5887
S  -2.2779  -2.0820  0.0414
H  -2.8116  0.5233  -3.6284
H  -1.1300  0.1401  1.0107
H  -0.1723  -1.7702  -1.3344
H  0.1586  0.3338  2.4075
H  1.4276  -1.0692  2.3891
H  1.8705  0.6178  1.6806
H  0.7997  0.5480  -1.4880
H  -0.3471  1.8166  -0.9022